(1)
Here is C3H4S2 in the gas phase at a distorted geometry from OMol25. Energies are from ωB97M-V with the def2-TZVPD basis set.

```
9
C3H4S2 | OMol25 | ωB97M-V with the def2-TZVPD basis set
S 2.14143 -0.68468 -0.38984
C 0.63226 -1.27818 0.21370
H -1.12960 1.71077 -0.05356
C -0.21308 1.12768 -0.07921
H 0.41331 1.30963 -1.01191
S -2.01139 -0.92119 -0.37445
H 0.30949 -2.34406 0.87051
C -0.51261 -0.31769 0.03317
H 0.37019 1.39773 0.79159
```

Output
HOMO energy: -9.01 eV
LUMO: -2.0 eV
HOMO-LUMO gap: 7.04 eV
Relative energy (zero: lowest compared OMol25 entry of this formula, charge and spin): 1.753 eV
Structure (SMILES): CC(=S)C=S
Multiplicity: 1
Net charge: 0


(2)
Here is 3 unconnected molecules or ions with the total composition C5H22N10 at a distorted geometry from OMol25. Energies are from ωB97M-V with the def2-TZVPD basis set.

```
37
C5H22N10 | OMol25 | ωB97M-V with the def2-TZVPD basis set
H -1.03751 1.46924 -1.74447
N 0.68932 -2.59975 -2.10582
H 0.22283 4.14071 3.45156
H 0.61839 -0.61447 2.31666
N -1.31002 -2.94431 -0.22165
N 0.33759 4.06847 2.38937
H 0.20516 -2.30172 -2.97097
H 0.42780 4.93502 1.94872
H 1.16527 3.48213 2.23523
H -0.72642 3.09069 1.81391
H 1.36407 -0.42472 -3.02768
H 1.96895 -3.14484 -0.02236
H 2.95472 -1.02596 -3.02273
N -1.59243 2.36927 1.55852
H -0.19713 -2.10808 2.30454
H -0.67776 -0.12354 -1.70937
H 2.53761 0.07579 -1.85694
N -0.42914 0.76429 -1.36861
H 0.79004 2.20486 0.59387
N 0.86116 1.19082 0.56204
C -0.43335 -0.88530 0.52527
N -1.08937 -1.58110 -0.31243
H 0.21240 -3.27281 -1.38188
H -3.60373 1.33611 0.61735
C -0.36780 0.61470 0.08770
H -1.69391 -3.26110 0.65561
N 2.26719 -2.35308 -0.57073
H 1.60757 0.81604 -0.02087
C -1.62549 1.30916 0.73099
C 1.72707 -2.01806 -1.71115
H -2.93213 -0.05247 -0.10357
H 2.79952 -1.62072 -0.08483
C 2.13150 -0.82533 -2.39388
H -2.16917 -3.17774 -0.85132
H -2.47410 2.92456 1.62746
N 0.22384 -1.32809 1.67822
N -2.75254 0.87132 0.38424
```

Output
HOMO energy: -15.71 eV
LUMO: -5.5 eV
HOMO-LUMO gap: 10.23 eV
Multiplicity: 1
Net charge: +2


(3)
Here is a molecular structure, C23H52DyO3P4Se at a distorted geometry from OMol25. Energies are from ωB97M-V with the def2-TZVPD basis set.

```
84
C23H52DyO3P4Se | OMol25 | ωB97M-V with the def2-TZVPD basis set
C -5.78993 0.62196 -0.84586
H 1.26516 -3.40409 -3.60901
H 2.04658 3.00278 -5.94350
P 1.07022 1.03625 2.78668
H 4.17404 -2.59324 -1.38430
H 1.17870 1.89442 -3.87878
H 4.94121 5.14266 -3.57486
H -2.81771 1.33887 -2.16920
H 4.22047 -3.00381 1.20579
C -5.07236 0.58581 0.46799
C -2.28437 -2.25863 0.51359
H 2.55812 -3.65248 1.20778
C 0.66348 -2.52888 -3.87064
H 5.11182 -1.13339 0.20695
C 2.54816 2.89931 -2.57180
C 3.54476 4.14348 -4.89352
H 3.92179 4.63493 -5.79357
H -2.77341 -1.68863 1.31577
H -3.39472 -1.06587 -2.36256
O -3.74866 1.16927 0.23589
C 2.48978 3.22575 -4.97748
H 0.05837 -3.33149 -1.40717
O -1.19551 0.30774 -1.50821
H -0.65473 0.67190 4.46783
C -3.84133 0.56802 3.56806
H -2.61303 -3.30550 0.55408
C -0.29708 -2.94614 2.39457
H -0.53582 -2.16809 3.13265
H 0.34083 2.27268 -0.75769
H -1.00772 -3.77793 2.50012
C 3.62162 3.80641 -2.48476
H 0.72603 -3.29895 2.57514
H -2.56625 -1.81886 -0.45271
H 4.30883 0.28458 -0.54478
P 2.70955 -1.42411 0.16106
H -5.58295 1.19754 1.22164
H 1.78145 3.28204 2.16381
H -0.79219 2.28991 3.74340
Dy 0.08555 0.52419 0.04717
H -6.10660 1.64388 -1.07032
H -3.29818 -0.38583 3.58559
C -2.76284 -0.59795 -3.12972
H 0.62619 -0.56955 -4.72529
H -4.83650 0.41358 3.13350
H -0.86651 -4.39102 -0.30102
C 4.26540 -0.44025 0.27501
H 3.02759 -2.39694 2.38836
C 2.10379 -0.15754 3.71863
H -5.16159 0.25739 -1.66202
H 2.88784 -1.70721 -2.26462
H -0.41661 -2.61073 -3.74315
P -2.50059 1.24158 1.25668
H 4.05515 4.04395 -1.51013
H 2.26607 0.22559 4.73656
C 3.16127 -2.74875 1.35748
C -0.04292 -3.66742 -0.36580
H 0.49895 1.95760 4.95016
H -2.95065 1.39513 5.35716
C 4.11484 4.42854 -3.64341
H 3.07631 -0.29752 3.22945
C -3.93894 1.17946 4.93784
H 4.31476 0.09706 1.22757
H -4.94931 -0.44145 0.83852
O -3.10651 1.52628 2.72876
C 1.22873 -1.42982 -4.41146
H -4.51938 2.10776 4.90799
C 3.10848 -2.33106 -1.39206
H -6.68754 0.00456 -0.78456
H -1.51117 1.15339 -3.34756
Se 1.97741 1.96359 -0.94565
H -3.39650 -0.30236 -3.97276
H 2.51334 -3.24723 -1.46479
H 0.89125 -4.14956 -0.05613
C -2.07799 0.62780 -2.56341
H -2.01804 -1.32505 -3.48050
H 2.31026 -1.35737 -4.57940
C 2.20746 2.48318 2.78290
H 2.33447 2.84438 3.81231
C 2.00133 2.60214 -3.82569
H -4.45212 0.48148 5.60385
P -0.45915 -2.24110 0.70931
H 3.18185 2.20188 2.36427
C -0.08278 1.54117 4.11660
H 1.59094 -1.12605 3.78137
```

Output
HOMO energy (alpha / beta): -16.64 / -16.70 eV
LUMO (alpha / beta): -11.9 / -11.8 eV
HOMO-LUMO gap (alpha / beta): 4.77 / 4.86 eV
Relative energy (zero: lowest compared OMol25 entry of this formula, charge and spin): 0.447 eV
Expectation value of S²: 9.3526
Multiplicity: 6
Net charge: +3


(4)
Here is C6H10O in the gas phase at a distorted geometry from OMol25. Energies are from ωB97M-V with the def2-TZVPD basis set.

```
17
C6H10O | OMol25 | ωB97M-V with the def2-TZVPD basis set
C 0.59168 -0.90572 0.28489
C -1.54520 1.31105 0.49878
C -1.56173 0.19434 1.23400
H -2.14656 0.09225 2.14534
O 1.24851 0.22972 0.89921
H -1.11089 1.39375 -0.50966
H -1.77069 -0.98900 -0.11104
H -1.10190 -2.00992 1.12097
H 1.12792 -1.80686 0.62438
H 2.88921 0.59994 -0.38472
C 1.79129 0.66799 -0.35403
H -1.94939 2.22117 0.91612
C 1.04777 -0.44345 -1.10831
H 0.21667 -0.09939 -1.72420
C -0.94787 -1.04670 0.62861
H 1.66758 -1.14607 -1.67178
H 1.50283 1.70070 -0.59194
```

Output
HOMO energy: -9.18 eV
LUMO: 1.2 eV
HOMO-LUMO gap: 10.34 eV
Relative energy (zero: lowest compared OMol25 entry of this formula, charge and spin): 2.399 eV
Structure (SMILES): C=CC[C@H]1CCO1
Multiplicity: 1
Net charge: 0


(5)
Here is a gas-phase ion, C2H5N2O2 (charge +1) at a distorted geometry from OMol25. Energies are from ωB97M-V with the def2-TZVPD basis set.

```
11
C2H5N2O2 | OMol25 | ωB97M-V with the def2-TZVPD basis set
H 0.88355 1.58326 -1.02941
H 0.47716 2.69681 0.26769
O -0.21820 -0.40414 0.21336
H -0.53624 -3.52138 1.11034
O -0.18180 -1.06465 2.31467
H -0.81688 2.30541 -0.74799
C -0.22606 -1.48310 1.24293
C -0.24843 0.73155 0.78482
N -0.33747 -2.62195 0.60432
H -0.50739 -2.62933 -0.31720
N 0.08982 1.89190 -0.29672
```

Output
HOMO energy: -14.82 eV
LUMO: -4.8 eV
HOMO-LUMO gap: 10.05 eV
Relative energy (zero: lowest compared OMol25 entry of this formula, charge and spin): 1.717 eV
Multiplicity: 1
Net charge: +1


(6)
Here is C3H4O3 in the gas phase at a distorted geometry from OMol25. Energies are from ωB97M-V with the def2-TZVPD basis set.

```
10
C3H4O3 | OMol25 | ωB97M-V with the def2-TZVPD basis set
O -1.74287 0.90568 -0.14344
O -0.42157 -0.92904 -0.44094
H 0.98020 -2.37502 -0.04710
C -0.49483 0.37661 -0.10353
H 0.72933 -1.18867 1.34087
H -2.34089 0.30089 -0.60680
H 0.37739 2.29320 -0.30071
C 0.64544 1.23634 -0.13269
O 1.80240 0.89385 0.08394
C 0.46541 -1.51384 0.35041
```

Output
HOMO energy (alpha / beta): -7.84 / -8.15 eV
LUMO (alpha / beta): -0.5 / 0.5 eV
HOMO-LUMO gap (alpha / beta): 7.31 / 8.61 eV
Relative energy (zero: lowest compared OMol25 entry of this formula, charge and spin): 4.366 eV
Multiplicity: 1
Net charge: 0


(7)
Here is C2H3NOS2 in the gas phase at a distorted geometry from OMol25. Energies are from ωB97M-V with the def2-TZVPD basis set.

```
9
C2H3NOS2 | OMol25 | ωB97M-V with the def2-TZVPD basis set
H 1.17758 -1.56312 -1.30564
H 1.09545 1.06147 -1.07404
S -0.11089 0.47521 2.49505
O -0.64122 0.96431 0.04203
S -0.69336 -1.67223 0.31354
H -1.21684 0.51204 3.33643
N -1.07376 0.18762 1.05567
C 0.30714 0.43356 -0.75400
C 0.49260 -0.83375 -0.68493
```

Output
HOMO energy: -8.47 eV
LUMO: -0.3 eV
HOMO-LUMO gap: 8.18 eV
Relative energy (zero: lowest compared OMol25 entry of this formula, charge and spin): 4.690 eV
Structure (SMILES): SN1OC=CS1
Multiplicity: 1
Net charge: 0


(8)
Here is C19H21N3O3S in the gas phase at a distorted geometry from OMol25. Energies are from ωB97M-V with the def2-TZVPD basis set.

```
47
C19H21N3O3S | OMol25 | ωB97M-V with the def2-TZVPD basis set
C -3.22376 1.21313 1.78317
C 6.76121 0.42650 -0.15535
C -0.93378 -2.86551 0.14018
C 1.21918 0.27770 -1.51146
H 3.07055 -2.27984 0.72548
H 7.14972 -0.52975 -0.49428
C -1.51774 -1.87222 -0.70787
H 7.39744 1.22346 -0.52886
O -0.97988 1.54962 1.13381
H 4.94180 1.58181 -0.31511
C -3.48040 -0.67529 -2.28609
H -1.75230 0.71959 -1.18903
C -3.73799 0.68120 -1.63391
N -2.35804 -4.73026 1.15737
O -4.84638 1.16830 -1.56935
H -0.12716 0.71792 2.80381
H -2.65454 -0.38315 3.17691
C 0.49677 -0.79591 -0.96684
H 0.88455 -3.52019 1.04621
C -1.72835 -3.89280 0.69237
H -3.56863 0.44689 1.08768
H -2.21533 3.12841 1.61828
H 0.69800 0.99133 -2.13008
H -1.89395 3.16898 -0.79493
H 3.08607 1.25465 -1.68498
C 2.55673 0.41811 -1.25706
H -0.82795 -0.43250 1.64845
C -0.97312 0.54171 2.13200
N -2.61522 1.26355 -1.18035
O 4.55826 -0.44477 -0.15003
C -2.62279 2.46319 -0.38618
H -2.59571 -0.65915 -2.91991
H -3.62443 2.89545 -0.43706
C 2.54502 -1.57367 0.10164
C -2.32325 0.59995 2.85103
H 6.77246 0.43931 0.93086
C 0.41186 -2.78604 0.40913
N -0.82301 -0.89898 -1.22978
H -2.26235 1.25918 3.71765
H -4.08826 1.72904 2.19240
C 1.17638 -1.73432 -0.14127
C 3.23992 -0.51155 -0.44534
H 5.32565 0.60351 -1.76071
C -2.26245 2.16992 1.07598
C 5.34082 0.61907 -0.66227
H -4.36217 -0.98137 -2.84705
S -3.23348 -1.98423 -1.03925
```

Output
HOMO energy: -8.40 eV
LUMO: -0.7 eV
HOMO-LUMO gap: 7.71 eV
Relative energy (zero: lowest compared OMol25 entry of this formula, charge and spin): 2.140 eV
Structure (SMILES): CCOc1ccc2nc(SCC(=O)NC[C@H]3CCCO3)c(C#N)cc2c1
Multiplicity: 1
Net charge: 0


(9)
Here is 2 unconnected molecules or ions with the total composition CH2Cl2N2 at a distorted geometry from OMol25. Energies are from ωB97M-V with the def2-TZVPD basis set.

```
7
CH2Cl2N2 | OMol25 | ωB97M-V with the def2-TZVPD basis set
H 1.51973 0.42106 -1.56527
N -0.91265 -0.70465 0.42065
Cl 0.87081 0.32678 2.25885
N 0.87283 1.15445 -1.28156
H 0.01738 1.04106 -1.81473
Cl -2.24359 -2.02563 0.84334
C -0.12452 -0.21308 1.13873
```

Output
HOMO energy (alpha / beta): -10.42 / -8.60 eV
LUMO (alpha / beta): -1.3 / -0.9 eV
HOMO-LUMO gap (alpha / beta): 9.08 / 7.74 eV
Relative energy (zero: lowest compared OMol25 entry of this formula, charge and spin): 4.496 eV
Multiplicity: 1
Net charge: 0


(10)
Here is 2 unconnected molecules or ions with the total composition C4H11N2 at a distorted geometry from OMol25. Energies are from ωB97M-V with the def2-TZVPD basis set.

```
17
C4H11N2 | OMol25 | ωB97M-V with the def2-TZVPD basis set
H -1.49086 1.18625 -1.25590
H -0.21032 1.69606 1.38884
N -0.69768 -0.10879 0.11797
H 2.67714 0.82261 0.78244
H -2.12519 -1.38698 0.90266
H 1.63013 -1.58129 0.69411
C -1.67075 -1.13633 -0.06083
H -2.02560 1.54082 0.91233
N -0.63401 1.05683 -0.64454
H -1.05467 -1.98603 -0.23930
C 2.12331 0.52309 -0.05863
H 2.84541 0.76362 -0.85470
C -0.96035 1.15781 0.77011
H 0.96434 -1.01571 -1.01122
H -2.38520 -0.95499 -0.77848
C 1.50442 -0.74072 -0.04596
H 1.30844 1.21566 -0.29718
```

Output
HOMO energy: -14.43 eV
LUMO: -5.3 eV
HOMO-LUMO gap: 9.18 eV
Relative energy (zero: lowest compared OMol25 entry of this formula, charge and spin): 5.812 eV
Multiplicity: 1
Net charge: +1


(11)
Here is C5H9ClSi in the gas phase at a distorted geometry from OMol25. Energies are from ωB97M-V with the def2-TZVPD basis set.

```
16
C5H9ClSi | OMol25 | ωB97M-V with the def2-TZVPD basis set
C -1.62744 -0.02441 -0.74947
H -1.91659 -0.82454 1.26861
Cl 3.16461 1.19367 1.63509
H 0.43755 -1.65271 -1.26062
Si 1.05391 0.86977 1.64481
H -0.57173 -0.08963 -2.61540
C -0.39005 0.32005 -1.56307
H 0.73173 0.71655 3.03955
C 0.27728 -0.58063 0.61130
C 0.57859 -0.67196 -0.90244
H 1.69404 -0.41911 -1.19838
H -2.58440 -0.06528 -1.30037
C -1.37445 -0.49946 0.43902
H 0.43292 -1.49240 1.21192
H -0.07001 1.37437 -1.41810
H 0.16404 1.84574 1.15754
```

Output
HOMO energy: -9.43 eV
LUMO: 0.8 eV
HOMO-LUMO gap: 10.24 eV
Relative energy (zero: lowest compared OMol25 entry of this formula, charge and spin): 1.342 eV
Structure (SMILES): Cl[SiH2][C@H]1C=CCC1
Multiplicity: 1
Net charge: 0


(12)
Here is a molecular structure, C9H4Cl2ErLaN2O3 at a distorted geometry from OMol25. Energies are from ωB97M-V with the def2-TZVPD basis set.

```
22
C9H4Cl2ErLaN2O3 | OMol25 | ωB97M-V with the def2-TZVPD basis set
H 1.41481 1.72140 4.54634
C 1.85611 -1.75517 1.61165
O -1.39398 -2.45848 -3.50750
C 3.16653 3.52881 3.70972
C 0.66329 1.00940 2.63268
O -2.61348 -1.38127 -0.42393
H -0.01420 0.20249 3.00327
C 1.28405 2.33540 0.77429
C 1.44237 1.81034 3.45322
C -2.16949 -1.58972 -3.58163
O 2.75552 -1.87885 2.31796
Cl 0.81527 -0.36153 -1.69723
N 0.69176 1.19012 1.26876
N 3.93523 4.11571 4.36469
La -0.30949 -0.73948 0.51681
C 2.23296 2.81378 2.89371
C 2.09337 3.14859 1.53766
C -3.22780 -0.99322 -1.40812
Er -4.02600 -0.03699 -3.33781
Cl -3.08283 2.07889 -2.55809
H 1.03928 2.52316 -0.27853
H 2.60133 4.03834 1.12008
```

Output
HOMO energy (alpha / beta): -21.13 / -21.13 eV
LUMO (alpha / beta): -17.9 / -17.9 eV
HOMO-LUMO gap (alpha / beta): 3.22 / 3.27 eV
Relative energy (zero: lowest compared OMol25 entry of this formula, charge and spin): 0.000 eV
Expectation value of S²: 3.7527
Multiplicity: 4
Net charge: +4


Number 1: electronic energy -24843.88875 eV. Number 2: electronic energy -20427.95650 eV. Number 3: electronic energy -157395.59196 eV. Number 4: electronic energy -8428.84105 eV. Number 5: electronic energy -9220.42004 eV. Number 6: electronic energy -9314.33515 eV. Number 7: electronic energy -27326.08749 eV. Number 8: electronic energy -41492.33175 eV. Number 9: electronic energy -29089.16001 eV. Number 10: electronic energy -7295.13563 eV. Number 11: electronic energy -25730.39805 eV. Number 12: electronic energy -71999.96982 eV.